No. 1
DFT (wB97M-V/def2-TZVPD) results for a molecular structure, C24H66FeN7O9.

Multiplicity ... 5
Total energy ... -89191.4193 eV
LUMO (alpha / beta) ... -4.80 / -4.95 eV
Energy above the lowest of the compared OMol25 structures with the same formula, charge and spin ... 0.0 kJ/mol
Net charge ... +1
Highest occupied orbital energy (alpha / beta) ... -11.09 / -11.09 eV
M ... 652.677 g/mol
Max |F| ... 2.8 eV/A

Structure (XYZ):
```
107
Properties=species:S:1:pos:R:3:forces:R:3:mulliken_spin:R:1
Fe -3.0927 2.2708 -0.2870 2.51 -1.15 -0.31 3.800
N -1.5565 -0.4320 0.4076 0.14 -0.46 -0.97 0.001
O -1.7846 -1.2291 -0.4933 -0.06 0.25 0.32 0.019
O -2.2777 0.6536 0.4457 -0.93 0.70 0.67 0.071
O -0.6717 -0.5452 1.2251 -0.13 0.20 0.09 0.012
C 2.2505 0.8164 -0.2443 0.90 0.16 -0.30 -0.001
C 1.9482 1.2399 -1.6889 0.24 0.55 1.11 -0.001
C 2.7630 0.4434 -2.6742 -0.44 -0.81 -0.18 0.000
O 2.4755 -0.9443 -2.5367 -0.27 0.34 -0.23 0.000
C 2.9296 -1.6841 -3.6488 0.35 -0.47 -0.07 0.000
N 0.4745 1.1962 -1.8237 0.24 -0.26 -0.22 0.001
H 1.7872 1.4882 0.4797 -0.47 -0.30 0.00 -0.001
H 3.3192 0.9024 -0.0208 -0.01 -0.07 -0.23 0.000
H 1.9964 -0.2373 -0.1278 -0.28 0.09 0.35 0.001
H 2.3022 2.2741 -1.7769 -0.20 0.06 -0.25 0.000
H 3.8246 0.5982 -2.4630 0.07 0.21 -0.15 0.000
H 2.5407 0.7278 -3.7087 0.07 0.30 -0.01 0.000
H 3.0898 -2.7020 -3.2962 0.11 0.00 -0.11 0.000
H 3.8613 -1.2788 -4.0566 0.13 -0.09 0.22 0.000
H 2.2396 -1.7367 -4.5013 -0.29 0.26 0.27 0.000
H 0.1786 0.8531 -2.7417 0.32 0.13 0.19 -0.001
H 0.1853 0.4935 -1.1486 -0.17 -0.16 -0.22 0.001
C -1.7913 5.2024 1.0841 -0.14 0.21 0.38 0.023
C -0.8687 4.6288 0.0292 -0.09 -0.67 0.80 -0.023
C 0.5946 4.8421 0.4194 0.34 0.03 -0.70 0.014
O 0.9909 6.1878 0.3659 -0.27 -0.08 0.41 0.002
C 1.0686 6.7100 -0.9465 0.50 0.23 0.21 -0.001
N -1.1061 3.1574 -0.0423 -0.12 0.08 -0.11 0.042
H -2.8500 5.0018 0.8690 0.01 0.12 -0.12 -0.006
H -1.6646 6.2733 1.2415 -0.04 0.04 -0.33 0.002
H -1.5758 4.7657 2.0626 0.06 -0.19 -0.09 -0.003
H -1.0965 5.0256 -0.9596 0.10 0.14 -0.02 0.007
H 1.2631 4.2562 -0.2361 -0.23 -0.06 -0.14 -0.002
H 0.7501 4.4280 1.4160 -0.04 0.35 0.17 -0.002
H 1.6319 6.0275 -1.5923 -0.17 -0.02 -0.13 0.000
H 1.6399 7.6332 -0.8637 -0.05 0.01 -0.06 0.000
H 0.0946 6.9584 -1.3749 -0.06 -0.18 -0.03 0.000
H -0.4016 2.7847 -0.7071 -0.73 -0.32 -0.17 0.025
H -0.8154 2.6866 0.8343 0.09 0.60 0.07 -0.036
C -1.8864 -4.4906 -2.6171 0.17 -0.09 0.11 0.000
C -3.0987 -4.7612 -1.7371 -0.29 0.59 -0.10 0.000
C -2.7427 -5.1221 -0.3093 -0.33 -0.22 0.04 0.000
O -2.0345 -6.3432 -0.2680 0.42 0.02 -0.20 0.000
C -1.2665 -6.4382 0.9073 -0.16 0.02 0.54 0.000
N -4.0186 -3.6051 -1.6803 0.29 -0.19 0.25 0.000
H -1.2074 -5.3454 -2.6008 -0.11 -0.05 -0.33 0.000
H -1.2916 -3.6347 -2.2773 -0.23 0.05 0.27 0.000
H -2.2327 -4.2457 -3.6234 0.20 -0.28 -0.13 0.000
H -3.6989 -5.5725 -2.1555 0.23 -0.18 0.01 0.000
H -3.6893 -5.2123 0.2368 0.11 0.03 0.19 0.000
H -2.1440 -4.3301 0.1602 0.00 0.14 -0.11 0.000
H -0.7451 -7.3903 0.9809 -0.18 -0.12 -0.37 0.000
H -1.9245 -6.3582 1.7832 0.13 0.05 0.07 0.000
H -0.5059 -5.6494 0.9655 -0.09 0.09 -0.07 0.000
H -4.4230 -3.4551 -2.5954 0.02 0.14 0.00 0.000
H -3.4776 -2.7870 -1.4147 -0.14 0.10 -0.12 0.000
C -4.0891 1.3539 -4.1589 -0.68 0.08 -0.50 0.003
C -3.2501 0.6507 -3.1237 0.60 0.85 0.86 -0.001
C -2.1518 -0.1849 -3.7502 1.05 -0.19 0.11 -0.002
O -1.1576 0.6897 -4.3025 -0.70 -0.14 -0.09 0.002
C -0.2619 0.0015 -5.1551 0.02 -0.10 -0.40 0.000
N -2.5592 1.7256 -2.2423 -1.00 -0.23 -1.53 0.055
H -3.4818 1.9076 -4.8796 0.28 -0.25 0.07 0.000
H -4.7950 2.0983 -3.7784 0.00 -0.24 0.39 -0.001
H -4.6784 0.6304 -4.7243 0.01 0.01 0.01 0.000
H -3.7802 0.0284 -2.4041 -0.38 -0.15 -0.38 0.015
H -2.5186 -0.8753 -4.5139 -0.26 0.13 -0.02 0.000
H -1.6265 -0.7839 -2.9930 -0.37 -0.13 0.09 0.000
H 0.1855 -0.8771 -4.6794 0.07 0.17 0.25 0.000
H 0.4976 0.7241 -5.4429 0.12 -0.12 0.00 0.000
H -0.7632 -0.3615 -6.0585 -0.10 0.14 0.02 0.000
H -1.5724 1.4878 -2.3579 0.19 0.49 0.85 -0.029
H -2.6427 2.5672 -2.8171 0.21 0.02 0.06 0.008
C 1.1341 -4.5018 4.3580 0.72 -0.06 -0.55 0.000
C 1.1123 -3.2868 3.4247 -1.13 0.32 0.86 0.000
C 1.7728 -3.4920 2.0787 0.71 0.69 0.13 0.001
O 3.1758 -3.5513 2.3047 -0.15 -0.34 -0.03 0.000
C 3.9074 -3.6382 1.1069 -0.18 0.19 -0.28 0.000
N -0.2958 -2.8024 3.3111 0.31 -0.40 -1.34 0.000
H 1.3554 -4.1984 5.3778 -0.35 -0.04 0.11 0.000
H 1.9466 -5.1736 4.0671 -0.06 -0.01 0.01 0.000
H 0.1969 -5.0525 4.2953 -0.05 0.00 0.15 0.000
H 1.6035 -2.4621 3.9455 0.45 -0.07 -0.27 0.000
H 1.6181 -2.6018 1.4458 -0.38 -0.12 0.00 0.000
H 1.3805 -4.3655 1.5391 0.14 -0.12 0.11 0.000
H 3.8408 -4.6394 0.6696 0.08 -0.03 -0.01 0.000
H 4.9447 -3.3733 1.2978 0.03 -0.18 0.18 0.000
H 3.5263 -2.9182 0.3672 -0.02 -0.04 0.00 0.000
H -0.2789 -2.1518 2.5217 -0.10 0.33 0.47 0.000
H -0.8432 -3.5506 2.8729 -0.01 -0.16 0.50 0.000
C 1.5514 0.8868 3.7283 0.56 -0.20 0.55 0.000
C 0.6493 2.0872 3.9668 -0.59 -1.44 -0.14 0.000
C 1.3828 3.3923 4.1906 0.21 -0.50 -0.46 0.000
O 2.4256 3.1921 5.1067 -0.46 0.13 0.38 0.000
C 2.9758 4.4111 5.5422 0.22 0.42 -0.01 0.000
N -0.2682 2.2375 2.8154 -0.15 0.78 -0.19 0.001
H 1.9927 0.5509 4.6713 0.26 0.47 -0.04 0.000
H 2.3597 1.1328 3.0377 -0.03 -0.19 -0.11 0.000
H 1.0266 -0.0228 3.4297 -0.32 0.33 -0.49 0.000
H 0.0513 1.8221 4.8474 0.11 0.33 0.16 0.000
H 0.6402 4.1291 4.5271 0.26 0.24 0.10 0.000
H 1.8197 3.7131 3.2320 -0.18 0.15 -0.02 0.000
H 3.5427 4.9077 4.7450 0.02 -0.09 -0.05 0.000
H 3.6445 4.2192 6.3769 0.01 -0.14 -0.02 0.000
H 2.2061 5.1176 5.8721 -0.09 -0.11 0.06 0.000
H -1.0286 2.8459 3.1103 -0.07 -0.13 -0.05 0.000
H -0.6827 1.3581 2.5249 0.15 -0.22 0.36 0.002
```
Forces are in eV/Å.

No. 2
DFT (wB97M-V/def2-TZVPD) results for a molecular structure, C6H10O.

Multiplicity ... 1
Total energy ... -8429.7879 eV
LUMO ... 1.05 eV
Energy above the lowest of the compared OMol25 structures with the same formula, charge and spin ... 140.1 kJ/mol
Highest occupied orbital energy ... -9.60 eV
M ... 98.145 g/mol
Max |F| ... 3.3 eV/A

Structure (XYZ):
```
17
Properties=species:S:1:pos:R:3:forces:R:3:nbo_charge:R:1
C 2.0112 0.4401 0.0962 0.26 2.54 2.02 -0.634
C 0.5875 -0.0158 -0.0568 0.30 -0.36 0.66 0.241
C -0.1028 -1.3610 0.4072 0.57 0.23 -0.15 -0.435
C -0.9609 -0.9190 -0.7830 -0.41 -0.19 -0.15 0.079
C -1.6985 0.3190 -0.2260 -0.04 0.36 -0.17 -0.436
C -0.4522 1.0238 0.3872 0.72 1.73 -0.76 -0.425
O 0.2014 -0.3314 -1.4089 -0.16 0.01 -0.07 -0.528
H 2.5358 0.7888 -0.8064 -0.83 -0.04 -0.04 0.241
H 2.7397 -0.2381 0.5452 -0.46 -0.17 0.28 0.225
H 1.8584 1.4138 0.8103 1.14 -2.26 -1.52 0.205
H -0.5941 -1.4659 1.3898 0.35 0.27 -0.34 0.201
H 0.5584 -2.2005 0.1962 -0.20 -0.08 -0.10 0.217
H -1.4902 -1.6102 -1.4385 -0.06 0.06 0.15 0.196
H -2.4815 0.0459 0.4948 0.28 0.17 -0.10 0.208
H -2.1388 0.9170 -1.0217 -0.10 -0.12 -0.05 0.220
H -0.0569 2.0619 -0.0716 -1.54 -2.13 0.89 0.213
H -0.5163 1.1314 1.4861 0.20 -0.02 -0.55 0.213
```
Forces are in eV/Å.